[1]
54
Properties=species:S:1:pos:R:3 method="wB97M-V/def2-TZVPD" e_lumo_ev=1.10 mol_weight_g_mol=377.04 charge=-1 orbital_gap_ev=4.10
C 3.9146 -1.6333 4.0764
C 1.1228 -2.4093 0.9987
H 3.4477 -2.5978 3.8223
O -0.4419 -4.0649 2.5966
C -0.8753 -0.8185 -3.9504
H -1.0990 3.3667 -5.2156
H -4.1585 0.9214 -4.2024
O -0.9091 -4.1034 0.1125
B -2.5365 1.9876 -3.4589
B -0.0982 -3.5340 1.2380
C 4.7294 -1.9044 5.3535
H -1.5897 2.9441 1.9720
H -2.2844 -2.3864 -3.0570
C 0.3974 -0.9348 1.2807
H -1.0242 -3.5434 -4.6545
C 0.4456 -0.2835 2.7977
H -0.5027 4.3406 -2.1683
H -1.9016 -3.9556 0.3073
N -1.8745 2.0029 -0.8529
O -2.5040 3.4631 -3.4832
H 5.4004 -2.7560 5.1915
N -1.8296 -3.0116 -5.0859
H -1.1891 2.6352 4.6156
H 4.0848 -2.1537 6.2060
C -0.2940 1.1773 2.9939
H 1.8612 2.2364 4.3554
C -1.0767 1.8965 1.7194
N -0.2669 -0.8854 -1.3340
C -1.1214 1.2272 0.1887
H -1.7102 5.0643 -4.6544
O 3.1279 -0.6008 4.3326
H 4.6615 -1.5367 3.2731
C -0.2537 1.9219 4.4559
H -0.7621 -0.0316 -4.8084
C -1.3718 3.9882 -4.2616
H 0.1235 -1.4728 -3.9381
C -2.1207 -1.8702 -4.1210
H -1.4798 -2.6335 -6.0053
C -1.7585 1.2659 -2.1604
H 0.9489 3.5559 3.7491
H 1.0082 -0.8780 3.6385
H -0.1403 1.1247 5.3081
O -3.2660 1.2578 -4.5117
H 5.3527 -1.0455 5.6323
C -0.3489 -0.1881 -0.0077
H 0.7719 3.4739 -3.3764
C -0.9650 -0.1298 -2.4314
H 1.4884 -2.4691 -0.1269
H 2.0305 -2.6021 1.7368
H -3.1592 -1.3447 -4.3606
C -0.0639 4.2962 -3.2767
N 0.9954 2.8204 4.5127
H -1.3058 -4.5809 2.5085
H 0.3705 5.3914 -3.4704

[2]
59
Properties=species:S:1:pos:R:3 method="wB97M-V/def2-TZVPD" e_above_lowest_ev=0.000 e_lumo_ev=-1.83 mol_weight_g_mol=447.59 smiles=Oc1ccc([NH+]2CCN([C@@H](c3cccs3)c3nnnn3CCc3ccccc3)CC2)cc1 charge=+1 orbital_gap_ev=9.81
H 4.1777 -1.4476 1.8058
C 2.9353 -1.5448 0.0536
H -7.1498 -0.0124 -2.1278
H 3.9618 0.6311 -1.4477
C 4.5342 -3.0339 -1.0878
C 0.1674 -2.6213 0.5074
C -4.7199 -0.1405 -1.7070
C -0.0552 4.0597 -0.4554
C -4.1966 -1.4318 0.6933
C 4.0283 -1.8304 0.8127
H -2.6032 0.0468 -1.9072
C 1.7536 -0.6946 0.4368
H -1.5756 4.1405 1.0508
C -5.4991 -1.2574 0.2800
N -1.7665 -1.1369 0.3195
C 3.2094 1.4224 -1.4892
C -0.5837 3.7985 0.7982
C 3.3141 2.3347 -0.2475
N 0.0184 -0.1325 -1.2887
H 0.4434 -0.0022 2.5835
H -0.3164 -1.5605 2.8921
N 1.0677 1.1940 -2.5731
H -4.0023 -1.9376 1.6263
H -0.6324 4.6090 -1.1827
H 5.8636 -3.0206 0.5955
C 1.2144 3.6180 -0.7815
C -1.4003 -0.3037 1.4896
C -1.3663 -2.5413 0.5349
C 0.1739 3.1136 1.7327
H 3.7321 1.7764 0.5919
C -0.0850 -0.8298 2.1107
C 1.2304 -0.0032 -0.7847
H -0.2193 2.9307 2.7221
H 1.6167 3.8294 -1.7608
C 1.4428 2.6669 1.4027
H -1.7632 -2.8916 1.4892
H 5.0248 -3.6610 -1.8046
H 2.0378 2.1521 2.1458
H 4.0075 3.1441 -0.4803
C -5.7758 -0.6087 -0.9264
H 2.1095 0.0737 1.1332
H -1.1246 -0.7681 -0.4882
C 1.9710 2.9005 0.1395
C -3.1531 -0.9624 -0.0943
H -1.2894 0.7271 1.1441
H 3.3448 1.9938 -2.4087
C 4.9422 -2.6850 0.1569
H -4.9213 0.3611 -2.6421
O -7.0610 -0.4667 -1.2798
C -3.4132 -0.3171 -1.2930
H -6.3244 -1.6160 0.8724
N -0.0352 0.6220 -2.3830
N 1.9040 0.8337 -1.6003
N 0.7807 -1.4795 1.1659
H -1.7885 -3.1544 -0.2621
H -2.2030 -0.3361 2.2285
H 0.4822 -3.5445 1.0101
S 3.0214 -2.3342 -1.4944
H 0.5132 -2.6712 -0.5271

[3]
53
Properties=species:S:1:pos:R:3 method="wB97M-V/def2-TZVPD" e_above_lowest_ev=0.000 e_lumo_ev=-0.21 mol_weight_g_mol=609.09 orbital_gap_ev=10.75
C -19.1451 -1.9903 -8.9555
F -16.5326 -3.0048 -14.2525
C -16.9658 -5.3292 -10.5428
H -11.6715 -4.2518 -14.4023
O -16.7295 0.7761 -13.0137
H -19.0015 2.1100 -12.0717
H -21.1476 2.6444 -13.1999
O -18.2575 -1.1771 -8.2050
H -19.3488 1.0733 -13.4261
H -17.1687 -6.1839 -9.8926
C -14.9417 1.2694 -15.0581
O -13.8293 -5.0246 -11.9918
C -17.1739 -0.7511 -8.7890
F -19.7206 -4.4439 -14.4161
C -20.1954 3.0740 -13.5162
H -21.1282 -2.9111 -8.7029
O -15.2030 -3.3945 -11.2666
H -20.0413 4.1035 -13.2120
H -20.9110 -1.3698 -7.8712
Ag -16.0821 -1.4236 -12.3357
H -11.5724 -5.6128 -13.3555
H -13.6549 -3.3355 -13.1961
O -17.8996 2.5188 -13.8221
O -16.8856 -0.9240 -9.9509
C -19.0897 2.0995 -13.1637
C -13.0299 -4.1077 -12.7448
O -16.3980 -0.1376 -7.8930
H -12.3172 -3.5391 -12.1423
C -12.2885 -4.9140 -13.7934
H -14.4769 1.6152 -15.9747
As -18.1251 -3.7565 -14.3964
H -18.6465 -2.9042 -9.2778
F -18.7682 -2.2892 -15.1008
F -18.3749 -3.1613 -12.7681
H -20.2237 -2.8711 -7.2676
H -16.9130 -4.4071 -9.9649
F -17.4339 -5.2319 -13.7254
H -20.3239 3.0708 -14.6054
H -15.3302 0.2611 -15.2083
H -19.5009 -1.4903 -9.8602
F -17.6858 -4.2917 -15.9943
H -14.4350 -0.8756 -7.9427
H -17.7486 -5.3942 -11.2999
H -14.1551 1.1867 -14.2996
H -12.9749 -5.5063 -14.3943
C -15.0348 -0.0058 -8.2151
H -14.6519 0.8973 -7.7528
C -20.4069 -2.2872 -8.1763
O -15.9169 2.1960 -14.5954
C -14.9367 -4.5578 -11.4730
H -14.8200 0.0835 -9.2841
O -15.6902 -5.5754 -11.1147
C -16.8322 1.7285 -13.7518